Computed, not measured: a structure of composition C34H88BCrF16N6O20S4 in a non-equilibrium geometry, with wB97M-V/def2-TZVPD.

The geometry in XYZ format:
```
170
Properties=species:S:1:pos:R:3:forces:R:3:lowdin_charge:R:1
Cr 0.2578 3.2742 2.2126 -0.32 1.44 -1.51 1.183
B 1.6260 5.4693 2.5166 3.51 3.77 1.54 -1.397
F 1.7747 4.4325 1.6144 -1.07 -2.92 -1.59 0.142
F 2.7667 5.5093 3.2816 -0.26 0.54 -0.27 0.177
F 1.4001 6.6433 1.8720 -0.47 0.17 -0.42 0.219
F 0.5800 5.1164 3.3274 -2.51 -1.76 1.12 0.165
C 2.2885 -0.5363 2.3485 0.99 -1.10 1.47 -0.565
F 3.3994 0.1471 2.1948 -0.22 0.25 -0.45 0.134
F 1.7110 -0.7597 1.1663 0.29 -0.10 1.03 0.138
F 2.6746 -1.7051 2.9799 -1.45 1.68 -1.18 0.127
S 1.0211 0.4356 3.4864 -1.17 -2.24 2.51 0.744
O -0.2423 0.3423 2.8228 -0.02 0.87 -0.67 -0.313
O 1.0589 -0.1121 4.8585 0.10 1.66 -3.40 -0.247
N 1.4389 2.1390 3.2835 0.05 -3.00 1.11 -0.382
S 2.7352 2.2811 4.2551 6.97 1.54 2.19 0.715
O 3.3639 0.9944 4.7193 -2.45 3.11 -1.62 -0.285
O 3.7193 3.2570 3.7173 -2.86 -2.40 0.81 -0.270
C 2.1119 3.1311 5.8914 -0.10 -0.58 -0.28 -0.580
F 3.0466 2.9597 6.8373 -0.87 0.19 -0.95 0.157
F 1.9453 4.4307 5.6296 -0.12 -0.99 0.52 0.148
F 0.9468 2.5627 6.3030 1.06 0.77 -0.42 0.120
C -1.0258 -0.2118 -0.4613 -0.89 0.27 1.39 -0.678
F 0.1123 -0.4102 -1.0134 1.73 -0.44 -0.36 0.180
F -1.9710 -0.6217 -1.2602 -0.80 0.18 -0.55 0.189
F -1.1524 -0.8721 0.6999 0.40 0.68 -0.91 0.143
S -1.3235 1.6785 -0.1297 -3.13 -0.47 2.27 0.777
O -1.9852 2.2348 -1.3033 1.72 -0.34 1.55 -0.251
O -2.1352 1.6394 1.0937 1.67 0.46 -1.25 -0.307
N 0.2492 2.3928 0.4512 -3.39 -2.78 -1.47 -0.353
S 0.9688 2.6822 -0.9339 4.90 3.25 -3.01 0.653
O 0.5701 1.9882 -2.1608 -0.08 0.63 2.68 -0.267
O 1.2145 4.1305 -1.0037 -0.70 -2.24 -0.08 -0.270
C 2.7142 1.9661 -0.5772 -0.52 0.28 -1.64 -0.652
F 2.7459 0.6671 -0.8384 -0.19 -0.19 0.03 0.138
F 3.5868 2.5691 -1.3974 -0.46 0.02 0.31 0.137
F 3.0700 2.1636 0.6563 0.14 0.46 1.03 0.165
C 3.1417 -1.1058 -3.4734 0.02 0.32 0.61 -0.067
C 4.3717 -0.2778 -3.1210 0.14 0.19 -0.97 -0.309
O 5.3616 -0.4994 -4.1515 -0.98 -0.39 0.88 -0.079
H 3.4713 -2.1366 -3.6036 -0.20 0.02 -0.39 0.080
H 2.5939 -0.6959 -4.3220 0.40 -0.27 -0.36 0.075
H 2.3964 -1.1032 -2.6780 0.15 0.03 0.33 0.045
H 4.7466 -0.4970 -2.1213 0.19 -0.54 0.06 0.088
H 4.1739 0.7933 -3.0791 -0.42 0.15 -0.18 0.082
H 6.1365 -0.0238 -3.8433 0.50 0.28 -0.28 0.023
C -5.1937 2.5105 2.8994 0.20 0.33 0.17 -0.051
C -4.9088 3.8864 2.2594 -0.61 -0.02 0.72 -0.280
O -3.8189 3.8391 1.3972 1.12 -0.41 -1.33 -0.117
H -6.1065 2.4823 3.4945 0.04 0.30 0.08 0.075
H -4.3534 2.2249 3.5322 -0.01 0.12 0.17 0.077
H -5.2796 1.6779 2.2012 -0.02 0.32 -0.52 0.061
H -4.5839 4.6567 2.9588 -0.76 -0.14 0.57 0.121
H -5.6873 4.2736 1.6020 -0.83 0.01 0.79 0.120
H -4.2163 3.4403 0.6196 0.91 -0.26 -0.58 0.107
C 5.9963 -1.2484 0.5381 -1.21 -0.76 -1.06 -0.088
C 6.5728 -0.8575 1.8344 0.49 1.55 0.86 -0.365
O 7.7535 -1.5111 2.1245 1.71 -1.00 -0.17 -0.054
H 6.4914 -1.1608 -0.4290 1.01 0.44 0.44 0.077
H 5.0693 -0.7046 0.3561 -0.44 -0.35 0.24 0.051
H 5.8403 -2.3216 0.6485 -0.73 -0.23 -0.37 0.083
H 5.9287 -1.1372 2.6680 -0.91 0.55 -0.20 0.118
H 6.8279 0.2011 1.8825 -0.28 0.04 0.20 0.096
H 7.5654 -2.4375 1.9575 0.41 -0.32 0.14 0.079
C -2.0323 6.7386 0.9258 -0.09 0.95 0.48 -0.041
C -1.1791 5.5576 0.4241 -0.62 1.63 -0.38 -0.220
O -1.2378 4.5282 1.3985 1.51 -1.03 1.14 -0.161
H -2.1164 7.5762 0.2335 0.66 -0.11 -0.32 0.085
H -1.6663 7.1484 1.8672 0.75 0.00 -0.12 0.084
H -3.0824 6.6465 1.2031 -0.21 -1.34 -0.42 0.071
H -0.1342 5.8489 0.3167 -0.27 0.03 -0.12 0.106
H -1.5673 5.1554 -0.5116 0.15 0.03 -0.11 0.128
H -2.1776 4.3671 1.5093 -1.37 -0.96 0.39 0.054
C 6.6454 2.6406 0.6038 0.05 -0.69 -1.17 -0.092
C 6.9764 3.5125 1.7560 -1.51 0.71 0.53 -0.339
O 7.7796 2.8154 2.6655 0.72 -0.26 0.11 -0.051
H 5.9761 1.8067 0.8150 0.08 0.01 0.45 0.057
H 7.5696 2.2220 0.2053 0.08 -0.12 -0.16 0.088
H 6.1489 3.1696 -0.2096 0.12 0.37 0.09 0.060
H 6.0449 3.7806 2.2546 -0.30 0.12 0.11 0.102
H 7.3745 4.4684 1.4155 0.62 -0.01 -0.07 0.115
H 7.8909 3.3549 3.4518 0.01 -0.04 0.07 0.089
C 6.0692 3.1554 -4.2037 -0.30 -0.17 -0.20 -0.055
C 6.6588 2.4144 -3.0244 -0.74 2.95 0.11 -0.375
O 7.3158 1.3150 -3.4664 1.16 -2.24 -0.19 -0.046
H 5.3541 2.5608 -4.7721 -0.37 -0.13 0.37 0.078
H 6.8109 3.3936 -4.9661 0.31 0.32 0.36 0.084
H 5.5964 4.0488 -3.7956 -0.09 0.11 -0.46 0.059
H 5.8978 2.2691 -2.2577 -0.25 -0.65 -0.04 0.081
H 7.3524 3.1106 -2.5528 0.32 0.13 0.16 0.116
H 7.9201 1.0346 -2.7751 0.20 -0.26 -0.04 0.114
C -3.5467 -3.0548 5.3051 0.65 -0.54 -0.03 -0.041
C -2.2682 -2.4607 4.6318 -0.90 -0.88 0.47 -0.422
C -1.5059 -3.4175 3.7278 -0.11 -0.07 0.13 -0.168
O -0.5393 -2.7027 2.9085 0.00 -1.16 1.26 -0.202
C 0.1054 -3.6389 2.0742 -0.30 0.63 -1.64 -0.120
N -2.7652 -1.3798 3.8499 0.59 1.16 -0.52 0.062
H -4.1935 -3.5181 4.5600 0.11 0.09 -0.43 0.062
H -4.1443 -2.2560 5.7443 0.31 0.10 0.11 0.075
H -3.4083 -3.8479 6.0400 0.37 0.14 0.20 0.068
H -1.5026 -2.1077 5.3227 -0.32 0.23 0.52 0.137
H -2.1687 -3.9272 3.0285 -0.28 -0.25 0.05 0.118
H -1.0363 -4.1240 4.4122 0.49 -0.42 -0.39 0.130
H 0.8738 -3.1248 1.4968 0.54 0.01 0.62 0.069
H -0.5537 -3.9023 1.2469 -0.67 -0.43 -0.01 0.064
H 0.4491 -4.5845 2.4933 0.18 0.30 0.59 0.101
H -1.9367 -1.1932 3.3032 -0.06 1.14 -0.53 0.029
H -3.3797 -1.8133 3.1756 -0.39 0.10 -0.21 0.034
C -4.3207 -5.2443 0.5770 0.13 0.19 0.59 -0.037
C -4.4072 -3.9428 -0.2137 -0.18 -0.35 -0.41 -0.408
C -3.8729 -2.7557 0.5697 0.29 -0.09 0.71 -0.174
O -4.4373 -2.6412 1.8680 0.65 -1.29 -0.20 -0.243
C -5.6664 -2.0063 1.9896 0.13 0.68 0.05 -0.087
N -3.6705 -4.1012 -1.4558 -0.38 0.04 0.06 0.074
H -4.7312 -6.1445 0.1198 -0.12 0.34 -0.52 0.078
H -4.8194 -5.1437 1.5411 0.13 0.07 0.11 0.074
H -3.2645 -5.4482 0.7527 0.17 -0.08 0.21 0.072
H -5.4520 -3.7337 -0.4436 -0.13 -0.12 -0.10 0.112
H -3.9249 -1.8156 0.0204 -0.48 0.12 -0.22 0.106
H -2.8024 -2.8770 0.7354 0.21 -0.31 0.13 0.112
H -6.3738 -2.2404 1.1941 -0.04 -0.05 -0.12 0.086
H -5.4040 -0.9483 1.9935 -0.78 0.49 0.00 0.083
H -6.0867 -2.2914 2.9540 -0.07 0.09 -0.05 0.096
H -2.6872 -4.2413 -1.2722 0.07 -0.07 0.12 0.044
H -3.7579 -3.2888 -2.0495 -0.17 0.05 0.18 0.038
C -6.9171 -1.8114 -2.0900 0.73 -0.44 -0.25 -0.041
C -5.9577 -0.6141 -1.9832 0.17 -0.93 1.37 -0.450
C -4.8805 -0.5829 -3.0498 -0.40 0.20 0.17 -0.198
O -4.1468 -1.7788 -2.9635 0.48 0.11 -0.93 -0.237
C -3.2475 -1.9427 -4.0673 -0.14 -0.28 -0.14 -0.058
N -6.7139 0.6091 -1.9184 0.10 0.54 -0.36 0.041
H -6.3839 -2.7296 -1.8438 -0.03 -0.15 -0.61 0.053
H -7.3470 -1.8337 -3.0914 0.06 -0.31 -0.17 0.086
H -7.7608 -1.8174 -1.3999 0.07 0.62 0.24 0.077
H -5.4190 -0.7165 -1.0412 0.02 0.04 0.27 0.113
H -4.1624 0.2307 -2.9477 -0.24 0.47 0.33 0.123
H -5.4004 -0.4125 -3.9926 0.13 -0.42 -0.65 0.132
H -2.8073 -1.0120 -4.4251 -0.25 0.30 0.13 0.074
H -3.7792 -2.4316 -4.8836 0.00 0.09 -0.17 0.099
H -2.3985 -2.5749 -3.8073 -0.21 -0.18 0.43 0.088
H -7.4544 0.4079 -1.2617 -0.22 0.37 0.20 0.067
H -7.1813 0.6476 -2.8129 -0.37 0.52 -0.29 0.070
C -1.7455 -8.4842 -2.5712 1.73 0.02 -0.32 -0.073
C -1.8863 -7.0218 -2.2255 -1.82 1.47 -0.47 -0.419
C -0.6741 -6.0421 -2.2894 -0.16 -2.45 -0.27 -0.180
O -0.9942 -4.7631 -1.8155 -0.52 0.11 -0.18 -0.216
C 0.0987 -3.9312 -1.5994 1.21 0.13 0.90 -0.107
N -2.9300 -6.4853 -3.1594 0.95 -0.08 0.61 0.038
H -0.9895 -8.9172 -1.9161 -0.06 -0.43 0.02 0.074
H -1.3944 -8.5812 -3.5985 0.21 0.06 -0.09 0.078
H -2.6530 -9.0879 -2.5590 -0.21 0.46 0.50 0.078
H -2.2443 -6.9418 -1.1991 -0.12 -0.03 0.41 0.116
H -0.3535 -6.0654 -3.3309 0.32 0.49 -0.16 0.133
H 0.0867 -6.4979 -1.6558 0.46 0.13 0.05 0.125
H 0.7710 -4.3281 -0.8387 0.28 -0.73 0.04 0.084
H -0.1640 -3.0055 -1.0874 -0.75 0.18 -0.63 0.069
H 0.7266 -3.7446 -2.4707 -0.29 0.12 -0.34 0.098
H -3.0770 -5.5402 -2.8349 -0.44 0.33 -0.20 0.010
H -3.7934 -6.9453 -2.9084 -0.29 -0.16 -0.14 0.062
C 3.8810 6.0078 -2.1261 -0.67 -0.19 0.14 -0.167
O 3.7036 6.9633 -3.1307 0.73 1.16 -0.88 -0.115
H 2.9656 5.4166 -2.1492 0.48 -0.78 0.49 0.061
H 4.8014 5.4703 -2.3540 -0.31 -0.30 -0.19 0.063
H 4.0364 6.4033 -1.1224 -0.19 0.39 0.13 0.080
H 2.8545 7.4100 -3.0984 0.00 -0.24 0.36 0.077
C -0.8384 1.3815 -4.7950 0.43 -0.31 0.22 -0.167
O -0.4735 1.1657 -6.1565 -0.19 0.00 0.40 -0.108
H -1.9057 1.1802 -4.7032 0.02 0.47 -0.09 0.070
H -0.3484 0.7172 -4.0832 0.17 -0.63 -0.24 0.054
H -0.5202 2.3459 -4.3991 -0.54 0.43 -0.39 0.070
H 0.4747 1.2854 -6.2463 0.06 0.01 0.03 0.073
```
Positions in Å, forces in eV/Å.

Output
expectation value of S²	3.78
total energy	-7441.32253	a.u.
E_HOMO (alpha / beta)	-8.721 / -8.721	eV
multiplicity	4